DFT (ωB97M-V with the def2-TZVPD basis set) results for C7H10CuN2O3 as an isolated structure in a non-equilibrium geometry.

Geometry as XYZ:
```
23
Properties=species:S:1:pos:R:3:forces:R:3:mulliken_charge:R:1
Cu -0.021 0.040 -0.042 -0.387 0.779 -1.351 -0.11
O -2.454 -3.348 0.570 -0.817 -0.285 1.193 -0.69
O -3.004 -1.919 2.203 -0.029 -1.046 -0.388 -0.69
O -1.505 -1.443 0.715 -2.112 -1.026 0.365 -0.31
N -2.336 -2.259 1.191 0.938 1.302 -1.446 0.73
N 0.375 -0.583 1.630 1.995 -0.499 3.887 -0.19
C 1.277 1.085 -1.667 0.456 0.015 -0.212 -0.74
C 0.322 0.278 -2.354 -0.053 0.132 -0.152 -0.67
C -0.605 2.182 0.565 -0.415 0.915 1.132 -0.69
C 2.111 0.222 -0.894 0.490 -0.127 -0.718 -0.55
C 0.573 -1.084 -2.016 0.406 -0.269 -0.108 -0.42
C 1.679 -1.120 -1.117 0.615 -0.015 -0.837 -0.39
C -0.568 1.582 1.802 -0.438 0.734 -0.501 -0.12
H 0.255 1.770 2.493 -0.218 -0.175 -0.283 0.18
H 1.356 2.181 -1.721 -0.104 -0.650 0.067 0.60
H -1.466 1.129 2.223 0.416 -0.092 -0.172 0.18
H 0.687 -0.955 2.567 -0.391 0.245 -0.915 -0.09
H -1.528 2.200 -0.025 0.368 -0.160 0.121 0.17
H -0.456 0.646 -3.039 0.386 -0.212 0.390 0.35
H 0.027 -1.957 -2.400 0.220 0.513 0.342 0.38
H 2.130 -2.021 -0.679 -0.456 0.582 -0.112 0.40
H 2.944 0.536 -0.246 -0.597 -0.197 -0.317 0.33
H 0.208 2.838 0.240 -0.274 -0.465 0.013 0.34
```
Positions in Å, forces in eV/Å.

## Properties
HOMO-LUMO gap (spin up / spin down)	5.4399 / 4.9101	eV
E	-61173.3919	eV
charge	-2
energy above the lowest of the compared OMol25 structures with the same formula, charge and spin	251.8	kJ/mol
spin multiplicity	2